Entry 1:
Here is a cluster of 7 separate species, C34H56BF3N7O20 in total in a non-equilibrium geometry from the Open Molecules 2025 dataset. Energies are from the ωB97M-V functional and the def2-TZVPD basis.

Values from the calculation:
total charge = +1
HOMO-LUMO gap = 8.76 eV
multiplicity = 1

Each line ends with the Mulliken charge.
Atoms and positions in Å:
1 C -5.72 -4.94 -2.44  -1.352
2 C -5.15 -4.37 -1.14  0.231
3 C -5.24 -2.85 -1.06  -0.622
4 O -4.23 -2.25 -1.90  -0.476
5 C -3.20 -1.65 -1.19  0.089
6 N -2.33 -1.08 -2.22  0.207
7 C -1.05 -0.91 -2.11  -0.711
8 N -0.34 -0.22 -3.10  -0.112
9 C 0.49 0.61 -2.15  -1.101
10 B -0.50 1.81 -1.71  0.256
11 N -0.72 2.92 -2.63  -0.634
12 O -1.13 1.73 -0.48  -0.503
13 C 0.89 -0.43 -1.08  2.421
14 C 1.43 0.18 0.20  -2.053
15 C 2.08 -0.80 1.20  1.025
16 C 2.07 -0.29 2.64  -0.822
17 C 1.00 -0.85 3.60  -0.674
18 N -0.03 0.14 3.96  -0.271
19 C -1.35 0.04 3.54  0.303
20 N -2.33 0.72 4.00  -0.860
21 N -1.58 -0.83 2.45  -0.247
22 N -0.34 -1.29 -0.99  1.226
23 C -0.10 -2.77 -1.08  -0.758
24 C -0.15 -3.44 0.31  0.568
25 C -0.95 -4.69 0.31  -0.151
26 F -0.54 -5.62 -0.56  -0.348
27 C -2.02 -4.95 1.03  0.324
28 F -2.48 -4.14 1.96  -0.199
29 F -2.75 -6.01 0.95  -0.280
30 H -5.27 -5.91 -2.65  0.376
31 H -5.46 -4.29 -3.28  0.300
32 H -6.80 -5.06 -2.39  0.344
33 H -5.61 -4.81 -0.26  0.404
34 H -4.08 -4.61 -1.10  -0.161
35 H -6.20 -2.48 -1.42  0.407
36 H -5.08 -2.52 -0.03  0.315
37 H -2.62 -2.35 -0.58  -0.194
38 H -3.55 -0.83 -0.54  0.398
39 H -2.77 -0.77 -3.08  0.427
40 H 0.27 -0.88 -3.61  0.039
41 H 1.36 1.06 -2.63  0.554
42 H -0.45 3.75 -2.09  0.292
43 H -1.73 3.05 -2.71  0.254
44 H -1.17 2.60 -0.05  0.226
45 H 1.70 -1.02 -1.51  -0.541
46 H 2.21 0.87 -0.13  0.459
47 H 0.68 0.77 0.72  0.410
48 H 1.62 -1.79 1.12  -0.945
49 H 3.13 -0.93 0.90  0.076
50 H 1.92 0.80 2.63  0.305
51 H 3.05 -0.45 3.09  0.591
52 H 1.50 -1.15 4.52  0.428
53 H 0.55 -1.76 3.20  0.126
54 H -0.04 0.31 4.96  0.271
55 H -2.03 1.39 4.70  0.221
56 H -2.56 -0.71 2.21  0.294
57 H -1.46 -1.80 2.75  0.190
58 H -0.84 -3.23 -1.74  0.889
59 H 0.88 -2.94 -1.54  0.124
60 H -0.56 -2.74 1.04  -0.773
61 H 0.87 -3.68 0.63  0.547
62 C 5.90 -2.94 -0.67  -0.165
63 C 4.61 -3.72 -0.50  -0.292
64 O 3.65 -2.81 -1.05  -0.037
65 C 4.28 -1.98 -1.91  0.500
66 O 3.72 -1.20 -2.63  -0.484
67 O 5.62 -2.13 -1.82  -0.404
68 H 6.77 -3.57 -0.86  0.371
69 H 6.11 -2.28 0.18  0.100
70 H 4.60 -4.64 -1.08  0.255
71 H 4.37 -3.94 0.54  0.168
72 C 0.90 -2.48 -7.93  -0.304
73 C -0.09 -3.42 -7.27  -0.315
74 O 0.41 -3.47 -5.92  -0.284
75 C 1.14 -2.36 -5.69  0.637
76 O 1.56 -2.04 -4.62  -0.620
77 O 1.33 -1.67 -6.83  -0.305
78 H 0.47 -1.85 -8.70  0.287
79 H 1.77 -3.00 -8.33  0.285
80 H -1.10 -3.01 -7.24  0.256
81 H -0.11 -4.42 -7.69  0.280
82 C 8.17 -2.80 2.78  -0.283
83 C 7.82 -2.94 4.25  -0.364
84 O 6.42 -3.25 4.19  -0.315
85 C 6.14 -3.79 2.99  0.697
86 O 5.11 -4.29 2.68  -0.579
87 O 7.20 -3.66 2.15  -0.287
88 H 9.17 -3.13 2.53  0.326
89 H 8.01 -1.78 2.41  0.235
90 H 8.34 -3.77 4.72  0.266
91 H 7.97 -2.04 4.83  0.306
92 C 4.26 4.07 2.07  -0.297
93 C 5.77 3.89 1.98  -0.343
94 O 6.01 2.88 2.96  -0.340
95 C 4.87 2.18 3.15  0.628
96 O 4.79 1.17 3.78  -0.522
97 O 3.84 2.78 2.52  -0.252
98 H 3.78 4.31 1.12  0.307
99 H 3.97 4.81 2.82  0.243
100 H 6.08 3.52 1.00  0.259
101 H 6.33 4.79 2.22  0.305
102 C -3.92 5.94 -0.78  -0.333
103 C -3.48 6.81 0.37  -0.009
104 O -2.25 6.17 0.77  -0.332
105 C -1.77 5.49 -0.27  0.614
106 O -0.68 4.99 -0.31  -0.602
107 O -2.67 5.43 -1.27  -0.311
108 H -4.44 6.48 -1.56  0.299
109 H -4.53 5.09 -0.45  0.259
110 H -3.26 7.83 0.06  0.275
111 H -4.18 6.83 1.20  0.068
112 C -8.13 8.57 2.85  -0.344
113 C -7.34 7.28 2.85  -0.309
114 O -6.63 7.36 1.60  -0.295
115 C -6.54 8.68 1.25  0.687
116 O -5.86 9.08 0.36  -0.509
117 O -7.31 9.43 2.05  -0.324
118 H -8.27 9.00 3.84  0.301
119 H -9.10 8.46 2.36  0.261
120 H -6.61 7.24 3.66  0.260
121 H -7.95 6.38 2.86  0.296

***

Entry 2:
Here is a cluster of 6 separate species, C34H56BrF5N3O11S in total in a non-equilibrium geometry from the Open Molecules 2025 dataset. Energies are from the ωB97M-V functional and the def2-TZVPD basis.

Values from the calculation:
total charge = +1
HOMO-LUMO gap = 7.94 eV
multiplicity = 1

Each line ends with the Mulliken charge.
Atoms and positions in Å:
1 O -1.66 1.24 -5.02  -0.473
2 C -0.84 2.19 -5.13  0.205
3 F 0.32 1.97 -5.94  -0.252
4 C -1.06 3.60 -4.48  -0.508
5 C -0.56 3.84 -2.95  0.810
6 C -1.47 5.15 -2.60  0.305
7 F -1.58 6.08 -3.68  -0.265
8 F -0.97 5.87 -1.49  -0.219
9 F -2.86 4.79 -2.42  -0.244
10 C 1.02 4.19 -3.08  -0.703
11 Br 1.52 5.94 -3.85  -0.006
12 N 1.52 4.25 -1.64  -0.375
13 C 1.87 2.83 -1.35  -0.051
14 C 2.46 2.61 0.12  -0.340
15 C 3.55 1.56 0.48  0.018
16 C 4.18 1.35 1.88  0.005
17 N 3.76 2.14 2.99  -0.508
18 C 2.75 3.10 2.71  -0.353
19 C 2.01 3.45 1.39  -0.532
20 C 0.60 1.91 -1.71  -0.760
21 S 1.12 0.68 -2.98  -0.171
22 N -0.69 2.70 -2.01  0.431
23 C -1.24 2.89 -0.64  -0.162
24 C -2.21 1.67 -0.13  -0.387
25 F -1.90 0.39 -0.68  -0.281
26 H -0.52 4.37 -5.15  0.448
27 H -2.19 3.85 -4.62  0.504
28 H 1.61 3.42 -3.72  0.299
29 H 2.40 4.81 -1.66  0.451
30 H 2.73 2.54 -2.08  0.760
31 H 3.93 0.89 -0.37  0.137
32 H 5.01 0.57 2.06  0.141
33 H 2.42 3.74 3.62  0.283
34 H 1.21 4.27 1.31  0.320
35 H 0.46 1.24 -0.77  0.558
36 H 2.10 1.25 -3.82  0.239
37 H -1.31 1.99 -2.48  0.759
38 H -1.89 3.80 -0.41  0.234
39 H -0.43 2.95 0.20  0.107
40 H -2.31 1.68 1.02  0.352
41 H -3.26 1.96 -0.52  0.334
42 O 2.80 -0.94 0.23  -0.571
43 C 2.19 -1.62 1.04  0.738
44 O 2.75 -1.91 2.22  -0.231
45 C 2.06 -2.55 3.31  -0.507
46 C 2.08 -4.06 3.15  -0.820
47 C 0.86 -2.21 0.69  -0.869
48 H 1.05 -2.15 3.43  0.331
49 H 2.60 -2.28 4.22  0.389
50 H 1.56 -4.37 2.25  0.138
51 H 1.60 -4.54 4.01  0.362
52 H 3.10 -4.42 3.07  0.316
53 H 1.01 -3.13 0.11  0.286
54 H 0.30 -1.49 0.08  0.100
55 H 0.23 -2.43 1.55  0.315
56 O -0.79 -5.39 1.48  -0.553
57 C -1.39 -6.07 2.29  0.767
58 O -0.83 -6.35 3.48  -0.346
59 C -1.52 -6.99 4.57  -0.382
60 C -1.50 -8.50 4.41  -0.998
61 C -2.73 -6.66 1.95  -0.722
62 H -2.53 -6.59 4.68  0.369
63 H -0.97 -6.72 5.48  0.334
64 H -2.02 -8.82 3.51  0.277
65 H -1.97 -8.98 5.27  0.364
66 H -0.47 -8.86 4.33  0.307
67 H -2.57 -7.58 1.37  0.293
68 H -3.28 -5.94 1.35  -0.040
69 H -3.35 -6.88 2.82  0.298
70 O -4.79 -7.44 -0.61  -0.566
71 C -4.52 -6.65 -1.49  0.787
72 O -4.24 -7.09 -2.73  -0.358
73 C -4.09 -6.24 -3.87  -0.411
74 C -2.67 -5.70 -3.96  -0.891
75 C -4.41 -5.18 -1.19  -0.946
76 H -4.84 -5.45 -3.88  0.359
77 H -4.28 -6.86 -4.75  0.302
78 H -2.42 -5.08 -3.09  0.235
79 H -2.54 -5.09 -4.86  0.346
80 H -1.95 -6.52 -3.98  0.298
81 H -3.42 -4.98 -0.77  0.181
82 H -5.18 -4.92 -0.46  0.350
83 H -4.58 -4.54 -2.05  0.351
84 O 6.25 -0.56 3.23  -0.638
85 C 7.45 -0.60 3.05  0.823
86 O 8.17 0.53 3.00  -0.376
87 C 9.60 0.59 2.97  -0.413
88 C 10.11 0.44 1.55  -0.982
89 C 8.13 -1.91 2.78  -1.070
90 H 10.04 -0.14 3.65  0.378
91 H 9.88 1.57 3.35  0.320
92 H 9.84 -0.53 1.12  0.276
93 H 11.20 0.53 1.52  0.365
94 H 9.68 1.21 0.90  0.299
95 H 8.01 -2.17 1.72  0.245
96 H 7.67 -2.68 3.39  0.330
97 H 9.19 -1.92 3.03  0.355
98 O -8.29 6.40 0.60  -0.558
99 C -7.59 7.01 -0.16  0.711
100 O -6.79 6.34 -1.03  -0.380
101 C -6.05 6.96 -2.09  -0.496
102 C -4.72 7.49 -1.58  -0.737
103 C -7.51 8.51 -0.11  -0.872
104 H -6.64 7.72 -2.59  0.381
105 H -5.86 6.18 -2.83  0.293
106 H -4.86 8.27 -0.82  0.334
107 H -4.14 7.91 -2.40  0.324
108 H -4.15 6.69 -1.11  0.143
109 H -6.82 8.80 0.69  0.238
110 H -8.51 8.90 0.11  0.307
111 H -7.20 8.97 -1.04  0.313

***

Entry 3:
Here is a structure of composition C34H56F3N3OReSSi4 in a non-equilibrium geometry from the Open Molecules 2025 dataset. Energies are from the ωB97M-V functional and the def2-TZVPD basis.

Values from the calculation:
total charge = 0
energy above the lowest of the compared OMol25 structures with the same formula, charge and spin = 0.000 eV
⟨S²⟩ = 0.76
HOMO-LUMO gap (spin up / spin down) = 7.37 / 7.07 eV
multiplicity = 2

Each line ends with the Löwdin spin population.
Atoms and positions in Å:
1 Re 0.51 0.15 0.40  0.781
2 F -3.28 -2.13 5.56  0.000
3 C -2.47 -1.83 4.52  0.000
4 F -1.48 -1.08 5.01  0.000
5 F -1.93 -3.00 4.11  0.000
6 C -3.25 -1.16 3.41  0.001
7 C -4.62 -1.10 3.53  0.000
8 C -5.37 -0.50 2.53  -0.001
9 C -4.69 0.04 1.46  0.000
10 N -3.36 0.00 1.33  0.000
11 C -2.63 -0.61 2.26  0.005
12 S -0.88 -0.77 2.09  0.009
13 H -5.10 -1.52 4.41  0.000
14 H -6.45 -0.44 2.59  0.000
15 H -5.23 0.53 0.67  0.000
16 C -4.03 0.72 -1.94  0.001
17 Si -2.34 -0.01 -1.50  0.008
18 C -1.57 -0.37 -3.20  0.001
19 C -2.67 -1.74 -0.82  0.006
20 C -1.16 1.21 -0.58  -0.003
21 C -0.74 2.05 -1.79  -0.002
22 C -1.68 2.90 -2.41  -0.001
23 C -1.35 3.63 -3.53  0.000
24 C -0.06 3.54 -4.03  0.000
25 C 0.81 2.71 -3.37  0.000
26 N 0.50 1.99 -2.29  0.000
27 Si -1.78 2.56 0.67  0.004
28 C -1.50 2.34 2.53  0.003
29 C -3.55 3.22 0.54  0.000
30 C -0.72 4.10 0.34  0.000
31 H -4.69 -0.11 -2.20  0.000
32 H -3.95 1.36 -2.82  0.000
33 H -4.50 1.29 -1.14  0.000
34 H -2.18 -1.14 -3.68  0.000
35 H -0.55 -0.74 -3.14  0.000
36 H -1.56 0.51 -3.85  0.000
37 H -2.63 -2.44 -1.66  0.000
38 H -3.66 -1.81 -0.37  0.000
39 H -1.95 -2.07 -0.07  0.003
40 H -2.68 2.96 -2.00  0.000
41 H -2.09 4.27 -3.99  0.000
42 H 0.25 4.09 -4.91  0.000
43 H 1.84 2.62 -3.72  0.000
44 H -2.18 1.65 3.02  0.000
45 H -1.67 3.33 2.95  0.000
46 H -0.48 2.05 2.78  0.000
47 H -4.25 2.67 1.16  0.000
48 H -3.95 3.27 -0.47  0.000
49 H -3.51 4.24 0.92  0.000
50 H 0.34 3.85 0.23  0.000
51 H -0.82 4.77 1.21  0.000
52 H -1.02 4.66 -0.54  0.000
53 C 0.42 -3.15 -1.50  0.007
54 Si 0.87 -3.38 0.31  0.002
55 C -0.58 -4.09 1.26  0.000
56 C 2.18 -4.74 0.37  0.000
57 C 1.63 -1.75 0.95  -0.001
58 C 2.61 -1.42 -0.12  0.017
59 C 3.85 -1.96 -0.44  -0.003
60 C 4.49 -1.56 -1.59  0.017
61 C 3.88 -0.62 -2.43  -0.002
62 C 2.67 -0.09 -2.05  0.015
63 N 2.08 -0.46 -0.91  0.013
64 Si 2.30 -1.81 2.74  0.001
65 C 4.14 -2.26 2.74  0.001
66 C 2.16 -0.18 3.69  0.000
67 C 1.49 -3.14 3.78  0.000
68 H -0.25 -3.95 -1.83  0.000
69 H 1.30 -3.16 -2.13  0.001
70 H -0.10 -2.21 -1.68  0.005
71 H -0.91 -4.98 0.72  0.000
72 H -1.43 -3.41 1.35  0.000
73 H -0.30 -4.40 2.26  0.000
74 H 1.73 -5.70 0.07  0.000
75 H 2.58 -4.87 1.38  0.000
76 H 3.01 -4.56 -0.31  0.000
77 H 4.30 -2.70 0.21  0.000
78 H 5.45 -1.98 -1.86  0.001
79 H 4.35 -0.31 -3.35  0.000
80 H 2.14 0.65 -2.62  0.001
81 H 4.77 -1.52 2.24  0.000
82 H 4.34 -3.24 2.30  0.000
83 H 4.45 -2.31 3.79  0.000
84 H 3.14 0.12 4.07  0.000
85 H 1.50 -0.33 4.55  0.000
86 H 1.74 0.64 3.11  0.000
87 H 1.69 -4.14 3.40  0.000
88 H 0.41 -3.00 3.85  0.000
89 H 1.91 -3.08 4.79  0.000
90 C 2.88 3.14 -0.36  0.003
91 C 2.76 2.32 0.92  0.022
92 C 3.93 1.35 1.04  0.002
93 C 2.69 3.22 2.15  0.000
94 O 1.50 1.59 0.92  0.078
95 H 3.92 3.45 -0.49  0.001
96 H 2.26 4.04 -0.32  0.000
97 H 2.57 2.56 -1.22  0.000
98 H 4.82 1.92 1.32  0.001
99 H 4.14 0.85 0.09  0.000
100 H 3.74 0.61 1.81  0.000
101 H 3.53 3.91 2.14  0.000
102 H 2.72 2.63 3.06  0.000
103 H 1.76 3.79 2.14  0.000

***

Entry 4:
Here is a structure of composition C34H56F3O30Rb in a non-equilibrium geometry from the Open Molecules 2025 dataset. Energies are from the ωB97M-V functional and the def2-TZVPD basis.

Values from the calculation:
total charge = -2
HOMO-LUMO gap = 3.54 eV
multiplicity = 1

Each line ends with the Mulliken charge.
Atoms and positions in Å:
1 Rb 24.47 14.09 13.98  0.797
2 C 27.71 12.69 13.24  -0.316
3 O 27.58 13.85 14.08  -0.324
4 O 27.11 11.65 13.81  -0.878
5 C 27.24 12.97 11.77  0.668
6 F 28.08 13.83 11.11  -0.036
7 F 27.28 11.87 11.00  -0.177
8 F 25.99 13.47 11.57  -0.150
9 C 28.14 15.09 13.65  0.950
10 C 28.03 16.03 14.84  -0.468
11 H 27.05 15.97 15.32  0.216
12 H 28.86 16.14 15.53  0.271
13 H 27.85 17.06 14.47  -0.326
14 H 27.51 15.50 12.86  -0.197
15 H 29.14 15.02 13.20  -0.197
16 H 28.79 12.50 13.32  -0.006
17 C 22.09 12.81 11.41  -0.801
18 C 21.66 11.64 10.73  0.067
19 C 20.24 11.13 10.93  0.502
20 O 19.71 10.10 10.43  -0.811
21 C 19.37 11.93 11.69  -0.677
22 C 19.77 13.08 12.39  0.512
23 C 21.27 13.60 12.27  0.492
24 O 21.76 14.47 13.02  -0.762
25 O 18.99 13.74 13.12  -0.818
26 O 22.51 10.94 10.15  -0.697
27 H 23.15 13.06 11.34  0.656
28 H 18.32 11.68 11.73  0.342
29 C 32.08 16.25 11.23  -0.420
30 O 33.16 15.81 10.42  -0.377
31 C 33.82 14.74 10.84  0.857
32 O 33.67 14.14 11.87  -0.533
33 O 34.72 14.45 9.89  -0.353
34 C 35.51 13.30 10.04  -0.669
35 H 32.43 16.69 12.16  0.442
36 H 31.34 15.49 11.47  0.079
37 H 31.60 17.04 10.66  0.145
38 H 34.99 12.42 9.64  0.269
39 H 35.89 13.10 11.04  0.306
40 H 36.38 13.38 9.40  0.257
41 C 33.29 7.14 12.74  -0.670
42 O 32.19 7.49 13.56  -0.379
43 C 31.03 7.89 13.00  0.934
44 O 30.85 8.02 11.81  -0.540
45 O 30.16 8.04 13.94  -0.351
46 C 28.78 8.33 13.74  -0.365
47 H 33.77 8.08 12.45  0.285
48 H 32.99 6.44 11.97  0.296
49 H 33.98 6.60 13.38  0.225
50 H 28.49 8.11 12.71  0.061
51 H 28.39 9.33 13.93  0.237
52 H 28.21 7.70 14.42  0.295
53 C 30.85 14.33 19.52  -0.695
54 O 31.29 13.83 18.28  -0.307
55 C 31.61 14.70 17.34  0.830
56 O 31.40 15.88 17.31  -0.585
57 O 32.32 13.98 16.46  -0.366
58 C 32.57 14.49 15.13  -0.506
59 H 30.78 13.57 20.30  0.259
60 H 29.94 14.92 19.48  0.285
61 H 31.61 15.01 19.92  0.304
62 H 33.40 13.94 14.72  0.264
63 H 32.95 15.50 15.31  0.363
64 H 31.68 14.49 14.51  0.154
65 C 27.43 11.59 7.43  -0.626
66 O 28.11 10.38 7.81  -0.374
67 C 27.43 9.53 8.60  0.878
68 O 26.28 9.68 8.89  -0.519
69 O 28.21 8.52 8.95  -0.335
70 C 27.65 7.57 9.82  -0.791
71 H 27.03 12.08 8.30  0.176
72 H 26.62 11.29 6.75  0.445
73 H 28.12 12.12 6.78  0.246
74 H 26.94 6.94 9.26  0.381
75 H 27.00 7.97 10.61  0.293
76 H 28.46 6.96 10.20  0.209
77 C 22.78 17.45 11.68  -0.076
78 O 23.49 18.47 12.39  -0.387
79 C 24.39 18.17 13.26  0.706
80 O 24.86 17.08 13.48  -0.254
81 O 24.68 19.24 14.02  -0.346
82 C 25.35 19.05 15.24  -0.542
83 H 21.99 17.89 11.08  0.294
84 H 22.43 16.60 12.28  0.372
85 H 23.43 17.03 10.90  -0.210
86 H 25.88 19.89 15.68  0.197
87 H 26.02 18.19 15.19  0.086
88 H 24.58 18.68 15.93  0.390
89 C 25.57 15.89 8.83  0.022
90 O 25.62 15.81 7.42  -0.421
91 C 25.03 14.77 6.86  0.828
92 O 24.40 13.89 7.37  -0.543
93 O 25.23 14.84 5.54  -0.390
94 C 24.75 13.85 4.67  -0.716
95 H 24.54 16.08 9.13  0.218
96 H 26.24 16.66 9.21  -0.069
97 H 25.95 15.00 9.35  0.067
98 H 24.62 12.84 5.05  0.334
99 H 25.52 13.70 3.91  0.261
100 H 23.90 14.31 4.15  0.296
101 C 30.47 10.77 10.90  -0.921
102 O 30.15 11.98 10.25  0.316
103 C 30.95 12.36 9.26  0.424
104 O 31.98 11.85 8.90  -0.636
105 O 30.39 13.41 8.69  0.073
106 C 31.02 14.20 7.68  -0.837
107 H 29.88 10.77 11.81  0.084
108 H 31.53 10.61 11.11  0.404
109 H 30.15 9.88 10.34  0.354
110 H 30.50 15.14 7.52  0.241
111 H 30.83 13.65 6.75  0.313
112 H 32.08 14.32 7.90  0.264
113 C 27.73 21.79 13.89  -0.795
114 O 27.88 20.41 13.61  -0.173
115 C 28.20 20.00 12.41  0.614
116 O 28.73 20.62 11.53  -0.622
117 O 27.95 18.68 12.33  -0.048
118 C 28.12 18.04 11.10  -0.444
119 H 26.74 22.01 14.30  0.232
120 H 27.86 22.49 13.07  0.352
121 H 28.48 21.92 14.68  0.313
122 H 27.40 17.23 10.97  -0.141
123 H 29.16 17.69 11.05  0.227
124 H 27.98 18.59 10.17  0.442